(1)
Below is the ion C7H15N3O3P with charge +1 at a distorted geometry, with properties calculated with the ωB97M-V functional and the def2-TZVPD basis.

The geometry in ORCA input format:
```
! wB97M-V def2-TZVPD RIJCOSX def2/J DEFGRID3
* xyz 1 1
P -0.03 0.35 -0.09
O -0.74 1.63 -0.12
O 1.37 0.31 0.70
O 0.14 -0.31 -1.45
N -1.17 1.27 2.43
N -0.59 -0.64 3.68
N -3.32 -1.04 0.53
C -0.82 -0.77 1.11
C -0.88 0.01 2.55
C 2.99 0.13 -1.09
C 2.62 0.85 0.15
C -2.20 -0.88 0.69
C -1.74 -0.97 -2.73
C -0.50 -0.06 -2.73
H -2.47 -0.69 -1.96
H 3.99 0.48 -1.42
H 2.37 1.94 0.10
H -0.18 -1.73 1.25
H 3.23 0.75 1.09
H -0.10 -1.54 3.60
H -1.22 1.67 1.48
H -1.54 -2.08 -3.03
H 0.18 -0.30 -3.56
H 2.27 0.28 -1.84
H -0.59 -0.05 4.52
H -0.73 1.05 -2.58
H -1.14 1.79 3.25
H -2.32 -0.56 -3.55
H 3.10 -0.89 -0.98
*
```

For the energy above the lowest of the compared OMol25 structures with the same formula, charge and spin, the calculation gives 0.0 kcal per mole. Its LUMO energy is -3.35 eV. The gap between HOMO and LUMO is 11.286 eV. The total energy is -1006.87438 Eh.

=====

(2)
Below is the molecule C6H12O, with properties calculated with the ωB97M-V functional and the def2-TZVPD basis.

The geometry in ORCA input format:
```
! wB97M-V def2-TZVPD RIJCOSX def2/J DEFGRID3
* xyz 0 1
O -0.81 1.23 0.77
C -0.18 0.09 1.39
C 0.90 -0.10 -2.25
C 0.71 0.43 -0.83
C -0.59 1.20 -0.62
C -1.25 -0.73 2.09
C 0.61 -0.63 0.29
H 1.54 1.10 -0.58
H -1.90 -1.23 1.36
H 0.08 -1.52 -0.07
H 0.51 0.49 2.14
H 1.12 0.74 -2.91
H -1.88 -0.08 2.70
H -0.80 -1.49 2.74
H 1.60 -0.94 0.62
H 1.73 -0.82 -2.32
H -1.43 0.70 -1.14
H -0.01 -0.60 -2.60
H -0.55 2.24 -0.95
*
```

For the energy above the lowest of the compared OMol25 structures with the same formula, charge and spin, the calculation gives 8.5 kcal per mole. Its LUMO energy is 1.12 eV. The gap between HOMO and LUMO is 10.556 eV. The total energy is -311.04569 Eh.

=====

(3)
Below is the molecule C4H9NO3 at a distorted geometry, with properties calculated with the ωB97M-V functional and the def2-TZVPD basis.

The geometry in ORCA input format:
```
! wB97M-V def2-TZVPD RIJCOSX def2/J DEFGRID3
* xyz 0 1
O 1.74 -0.99 -0.50
O 0.55 -1.05 -2.41
O -2.04 -1.31 1.02
N -0.02 1.14 0.03
C -0.33 -0.41 -0.07
C 1.19 1.49 0.76
C -1.77 -0.47 -0.14
C 0.56 -0.91 -1.19
H -2.43 0.40 0.24
H -0.01 1.79 -0.65
H -2.14 -0.95 -1.00
H 2.20 1.08 0.44
H 0.13 -0.78 0.86
H 1.00 2.63 0.78
H -2.29 -2.20 0.90
H 2.49 -0.75 -0.95
H 1.17 1.29 1.87
*
```

For the energy above the lowest of the compared OMol25 structures with the same formula, charge and spin, the calculation gives 88.7 kcal per mole. Its LUMO energy is 0.73 eV. The gap between HOMO and LUMO is 9.905 eV. The total energy is -438.18765 Eh.

=====

(4)
Below is the molecule C5H6O, with properties calculated with the ωB97M-V functional and the def2-TZVPD basis.

The geometry in ORCA input format:
```
! wB97M-V def2-TZVPD RIJCOSX def2/J DEFGRID3
* xyz 0 1
O 2.25 -2.04 0.00
C -0.97 -0.51 -0.45
C -2.05 0.47 -0.46
C 0.03 -1.20 -0.38
C 1.59 0.28 0.57
C 1.43 -1.16 0.05
H 0.82 0.39 1.34
H 2.54 0.63 0.97
H -1.75 1.34 -1.05
H -2.96 0.05 -0.88
H -2.24 0.81 0.56
H 1.31 0.92 -0.27
*
```

For the energy above the lowest of the compared OMol25 structures with the same formula, charge and spin, the calculation gives 47.6 kcal per mole. Its LUMO energy is 0.72 eV. The gap between HOMO and LUMO is 10.830 eV. The total energy is -269.27041 Eh.

=====

(5)
Below is a structure of composition C32H27F6N4NiO8S2Te at a distorted geometry, with properties calculated with the ωB97M-V functional and the def2-TZVPD basis.

The geometry in ORCA input format:
```
! wB97M-V def2-TZVPD RIJCOSX def2/J DEFGRID3
* xyz -1 1
Te -1.99 -0.35 3.47
Ni 0.36 0.00 -0.03
S -0.65 0.03 -3.21
S -2.64 -1.97 -3.88
F 0.53 -2.15 -2.25
F -4.88 -2.31 -2.42
F -4.50 -0.23 -2.84
F -5.18 -1.54 -4.41
F 0.39 -2.05 -4.41
F 1.82 -0.81 -3.37
O 0.72 0.33 1.89
O -0.12 1.07 -4.04
O -0.68 0.40 -1.78
O 2.51 2.20 2.94
O -2.21 -2.95 -2.85
O -2.54 -1.61 -0.58
O 4.11 0.16 -1.45
O 2.18 -0.60 -0.56
N -1.96 -0.53 -3.78
N 1.27 1.88 -0.24
N -0.55 -1.67 0.75
N 2.58 1.63 -0.69
C 6.68 1.26 1.10
C -0.99 -4.62 1.27
C 3.27 1.27 2.75
C 3.00 0.31 -0.94
C 1.58 -0.54 2.27
C 3.48 -2.48 3.19
C 2.86 -0.16 2.77
C -1.62 -6.05 3.09
C -3.38 -1.83 4.07
C 7.34 2.23 1.84
C 5.37 2.55 3.17
C -4.09 -3.34 5.81
C 0.05 -2.38 1.64
C -1.16 -5.10 3.99
C -5.04 -3.89 4.96
C -0.54 -3.65 2.17
C -1.53 -5.81 1.72
C 1.34 -1.95 2.17
C -4.34 -2.37 3.22
C 0.61 -1.34 -3.30
C 6.68 2.88 2.88
C -3.26 -2.32 5.36
C -4.39 -1.46 -3.32
C -5.16 -3.40 3.66
C 5.37 0.91 1.41
C 4.71 1.56 2.44
C -2.46 -0.40 1.40
C -0.61 -3.91 3.53
C 2.27 -2.87 2.65
C 4.45 -3.49 3.74
C -2.01 -1.67 0.70
C 3.76 -1.12 3.20
H 4.73 -0.79 3.56
H 4.52 -4.37 3.10
H 4.15 -3.83 4.73
H -2.20 -2.31 -1.17
H 0.76 2.48 -0.87
H -3.99 -3.71 6.82
H -1.88 -6.54 1.02
H -1.98 0.47 0.96
H -5.68 -4.69 5.30
H -0.26 -3.16 4.23
H -2.05 -6.97 3.45
H 4.86 0.17 0.81
H 7.18 0.78 0.27
H -1.24 -5.28 5.05
H 7.19 3.64 3.45
H -2.41 -2.53 1.26
H 5.45 -3.06 3.83
H 1.30 2.25 0.71
H -0.91 -4.43 0.20
H 8.36 2.49 1.60
H 2.04 -3.92 2.57
H 4.83 3.07 3.96
H -5.89 -3.82 2.99
H -3.54 -0.28 1.26
H 3.10 2.37 -1.13
H -2.51 -1.92 6.03
H -4.46 -2.01 2.21
*
```

Its LUMO energy is 1.28 eV. The gap between HOMO and LUMO is 6.147 eV. The total energy is -5228.47824 Eh.

=====

(6)
Below is the ion C9H9N2 with charge +1 at a distorted geometry, with properties calculated with the ωB97M-V functional and the def2-TZVPD basis.

The geometry in ORCA input format:
```
! wB97M-V def2-TZVPD RIJCOSX def2/J DEFGRID3
* xyz 1 3
N -2.94 -0.91 0.54
N 1.91 1.65 0.34
C 2.92 -0.59 0.18
C 2.84 0.87 0.32
C 1.67 -1.03 -0.54
C 0.45 -0.33 -0.29
C -2.79 1.33 -0.28
C -0.84 -0.06 -0.13
C -3.56 0.25 0.12
C -1.43 1.21 -0.46
C -1.69 -1.16 0.48
H 2.73 -0.91 1.27
H 3.95 -0.92 -0.20
H -4.62 0.41 0.40
H -1.44 -2.04 0.98
H 1.32 -1.99 -0.04
H -3.11 2.28 -0.58
H 3.95 1.23 0.46
H -1.00 2.00 -1.03
H 1.67 -1.28 -1.55
*
```

For the energy above the lowest of the compared OMol25 structures with the same formula, charge and spin, the calculation gives 0.0 kcal per mole. As for the expectation value of S²: 2.066. Its LUMO energy (spin up / spin down) is -5.80 / -6.43 eV. The gap between HOMO and LUMO (spin up / spin down) is 6.341 / 7.449 eV. The total energy is -457.34752 Eh.